Below is the molecule C4H7NOS at a distorted geometry, with properties calculated with the ωB97M-V functional and the def2-TZVPD basis.

Atoms and positions in Å:
1 O 0.080 2.301 -0.280
2 C -0.645 1.281 0.354
3 C -0.728 0.033 -0.535
4 C -0.932 -1.354 0.057
5 N 0.360 -0.933 -0.437
6 C 1.639 -0.919 0.021
7 S 2.708 0.334 -0.092
8 H 0.971 1.985 -0.420
9 H -1.650 1.660 0.511
10 H -0.234 0.963 1.318
11 H -0.968 0.141 -1.584
12 H -1.074 -1.455 1.147
13 H -1.455 -2.157 -0.476
14 H 1.927 -1.880 0.418

Results
E_LUMO: 0.29 eV
HOMO energy: -8.87 eV
E: -18632.55581 eV
SMILES string: OC[C@@H]1CN1C=S
ΔE to the lowest compared entry with this formula, charge and spin: 46.0 kcal/mol